# C33H40BF10N2O13PS2

5 unconnected molecules or ions with the total composition C33H40BF10N2O13PS2 at a distorted geometry (wB97M-V/def2-TZVPD, the OMol25 dataset).

Summary:
Max |F|, eV/A: 10.26
LUMO, eV: -2.6
HOMO level, eV: -9.187
Frontier orbital gap, eV: 6.61
Total energy, eV: -123259.5861

```
102
C33H40BF10N2O13PS2 wB97M-V/def2-TZVPD
C 0.966 3.180 -2.477
B 0.326 1.632 -2.418
O 0.118 0.775 -3.608
C -0.045 1.043 -0.922
C 1.072 0.720 0.270
P 2.949 1.012 -0.105
S 3.777 2.301 1.144
C 0.643 0.142 1.780
C 1.796 -0.131 2.913
O 1.667 0.546 4.083
N 2.961 -1.089 2.796
C 3.773 -0.899 4.073
O 4.693 0.084 4.195
F 3.617 -1.798 5.275
C -0.939 -0.153 2.096
C -1.564 -0.744 3.491
C -0.757 -2.024 4.127
C -0.581 -3.294 3.054
C 0.947 -3.854 3.063
C 1.148 -5.421 3.498
F -0.115 -6.245 3.405
F 2.019 -6.010 2.407
C 1.996 -5.664 4.876
F 2.602 -7.043 4.751
F 3.168 -4.743 5.027
S 1.043 -5.644 6.468
F -0.233 -4.676 5.876
F 1.901 -4.184 6.895
F 2.368 -6.510 7.205
F 0.239 -7.127 6.179
F 0.286 -5.600 8.010
C -2.027 0.188 0.888
C -1.629 0.781 -0.588
C -2.998 1.013 -1.460
O -3.205 1.293 -2.754
N -4.065 0.882 -0.373
C -3.659 0.037 0.839
O -4.526 -0.658 1.583
H 2.115 3.082 -2.694
H 0.733 3.659 -1.422
H 0.368 3.780 -3.290
H 0.423 1.260 -4.449
H 3.177 1.560 -1.437
H 3.692 -0.255 -0.086
H 3.606 -0.856 2.008
H -2.722 -0.992 3.442
H -1.475 0.134 4.295
H 0.252 -1.702 4.625
H -1.441 -2.433 5.017
H -1.418 -4.056 3.340
H -0.831 -2.937 1.942
H 1.379 -3.693 1.962
H 1.622 -3.153 3.750
H -4.165 1.899 -0.107
O 4.498 4.435 -2.305
C 4.939 5.259 -1.521
C 4.620 6.724 -1.528
C 5.703 7.288 -0.643
C 5.996 6.142 0.291
O 5.768 4.962 -0.478
H 3.625 6.875 -1.100
H 4.674 7.134 -2.539
H 5.410 8.203 -0.123
H 6.591 7.510 -1.247
H 5.325 6.130 1.156
H 7.031 6.159 0.644
O -4.045 -4.796 2.541
C -5.218 -4.541 2.755
C -6.270 -4.341 1.706
C -7.378 -3.684 2.491
C -7.176 -4.240 3.876
O -5.769 -4.438 4.001
H -6.572 -5.315 1.313
H -5.909 -3.694 0.904
H -8.375 -3.882 2.089
H -7.227 -2.598 2.501
H -7.678 -5.203 4.015
H -7.521 -3.546 4.648
O -7.402 -3.223 -3.976
C -6.557 -2.503 -4.481
C -5.464 -1.794 -3.741
C -4.997 -0.783 -4.757
C -5.292 -1.469 -6.065
O -6.452 -2.263 -5.821
H -4.678 -2.512 -3.491
H -5.847 -1.310 -2.839
H -3.947 -0.502 -4.644
H -5.602 0.129 -4.672
H -4.477 -2.129 -6.381
H -5.497 -0.752 -6.865
O 3.692 6.737 -4.458
C 4.115 6.229 -5.484
C 4.537 4.799 -5.635
C 5.312 4.833 -6.928
C 4.652 5.960 -7.679
O 4.230 6.884 -6.676
H 3.646 4.170 -5.711
H 5.165 4.483 -4.799
H 5.296 3.886 -7.473
H 6.359 5.087 -6.722
H 3.773 5.628 -8.240
H 5.346 6.454 -8.366
```

These are the Mulliken partial charges, in e, on atoms 1 to 2: number 1, C, carries -0.668; number 2, B, carries 0.733

# C33H40Cl2GeN7O5W

A molecular structure, C33H40Cl2GeN7O5W at a distorted geometry (wB97M-V/def2-TZVPD, the OMol25 dataset).

Summary:
Net charge: +2
Max |F|, eV/A: 1.45
Expectation value of S²: 0.8169
Spin multiplicity: 2
LUMO (alpha / beta), eV: -6.8 / -6.3
HOMO level (alpha / beta), eV: -12.804 / -12.836
Frontier orbital gap (alpha / beta), eV: 5.96 / 6.55
Total energy, eV: -138911.5335
ΔE to the lowest compared entry with this formula, charge and spin, kJ/mol: 90.6

```
89
C33H40Cl2GeN7O5W wB97M-V/def2-TZVPD
W -0.857 0.478 0.059
Cl -1.795 2.920 -6.382
C -1.328 2.780 -4.735
C -1.500 1.579 -4.090
C -1.113 1.470 -2.747
N -1.241 0.358 -1.913
C -1.854 -0.809 -2.417
O -1.819 -1.185 -3.550
C -2.616 -1.540 -1.360
C -3.465 -2.577 -1.680
C -4.184 -3.176 -0.654
C -4.030 -2.704 0.639
C -3.152 -1.661 0.877
N -2.444 -1.090 -0.105
C -0.571 2.561 -2.068
C -0.403 3.781 -2.735
C -0.777 3.887 -4.053
Cl -0.574 5.388 -4.858
N -0.308 2.317 -0.728
C 0.550 3.267 -0.102
O 1.571 3.608 -0.649
C 0.146 3.947 1.176
C 0.817 5.125 1.478
C 0.447 5.833 2.612
C -0.576 5.336 3.397
C -1.180 4.147 3.016
N -0.839 3.451 1.931
H -1.917 0.747 -4.629
H -3.551 -2.886 -2.712
H -4.856 -3.997 -0.865
H -4.581 -3.131 1.465
H -3.022 -1.270 1.875
H 0.010 4.644 -2.236
H 1.602 5.474 0.825
H 0.944 6.758 2.868
H -0.909 5.854 4.286
H -1.989 3.745 3.617
C -4.759 3.112 1.234
O -3.968 2.388 2.225
C -2.990 1.666 1.786
O -2.697 1.527 0.589
N -2.324 0.982 2.749
N -1.087 0.461 2.339
H -5.577 3.543 1.799
H -5.121 2.420 0.479
H -4.137 3.884 0.789
H -2.468 1.202 3.723
H -0.945 -0.467 2.734
H -0.331 1.084 2.625
O 1.022 0.897 0.918
N 2.239 0.914 0.330
C 2.394 0.841 -0.999
C 3.663 0.874 -1.540
C 4.760 0.980 -0.708
C 4.564 1.051 0.668
C 3.287 1.015 1.168
H 1.495 0.760 -1.591
H 3.766 0.814 -2.614
H 5.759 1.010 -1.119
H 5.392 1.129 1.357
H 3.032 1.057 2.216
C 3.105 -3.311 2.337
C 1.944 -4.016 3.022
C 0.620 -3.970 2.264
C 0.091 -2.543 2.010
Ge 0.427 -1.822 0.182
C 0.045 -3.245 -1.135
C 1.314 -3.985 -1.575
C 2.146 -3.185 -2.572
C 3.393 -3.932 -3.020
H 4.018 -3.416 2.924
H 2.917 -2.241 2.213
H 3.301 -3.727 1.347
H 1.795 -3.585 4.018
H 2.205 -5.063 3.188
H -0.118 -4.526 2.846
H 0.715 -4.514 1.319
H 0.552 -1.864 2.740
H -0.991 -2.528 2.191
H 1.946 -1.580 0.137
H -0.429 -2.840 -2.030
H -0.675 -3.936 -0.686
H 1.037 -4.934 -2.043
H 1.933 -4.245 -0.711
H 2.434 -2.224 -2.128
H 1.520 -2.947 -3.439
H 4.036 -4.167 -2.169
H 3.981 -3.350 -3.730
H 3.133 -4.874 -3.505
```

These are the Mulliken partial charges, in e, on atoms 1 to 2: number 1, W, carries -0.009; number 2, Cl, carries -0.165

# C33H40ClIN3O3Si2TcTe

A molecular structure, C33H40ClIN3O3Si2TcTe (wB97M-V/def2-TZVPD, the OMol25 dataset).

Summary:
Net charge: +1
Max |F|, eV/A: 0.75
Expectation value of S²: 3.7761
Spin multiplicity: 4
LUMO (alpha / beta), eV: -3.0 / -4.0
HOMO level (alpha / beta), eV: -9.971 / -10.018
Frontier orbital gap (alpha / beta), eV: 6.95 / 6.00
Total energy, eV: -91351.0468
ΔE to the lowest compared entry with this formula, charge and spin, kJ/mol: 67.4

```
85
C33H40ClIN3O3Si2TcTe wB97M-V/def2-TZVPD
Tc -0.229 -0.178 0.032
O -1.559 -1.513 0.672
C -1.944 -1.685 1.915
C -2.569 -2.900 2.248
C -2.995 -3.138 3.532
C -2.842 -2.179 4.545
C -2.263 -0.978 4.231
C -1.801 -0.704 2.926
C -1.348 0.625 2.659
N -0.867 1.063 1.543
C -0.442 2.470 1.439
C -0.126 2.753 -0.027
N 0.663 1.613 -0.482
C 1.885 1.718 -0.878
C 2.804 0.623 -0.799
C 4.007 0.638 -1.531
C 4.972 -0.310 -1.310
C 4.778 -1.254 -0.290
C 3.635 -1.264 0.473
C 2.603 -0.351 0.209
O 1.504 -0.402 0.950
H -2.683 -3.637 1.466
H -3.463 -4.086 3.764
H -3.183 -2.383 5.549
H -2.158 -0.210 4.987
H -1.443 1.339 3.478
H 0.456 2.609 2.046
H -1.228 3.133 1.806
H 0.424 3.690 -0.140
H -1.050 2.807 -0.600
H 2.250 2.702 -1.176
H 4.147 1.400 -2.288
H 5.880 -0.319 -1.894
H 5.546 -1.991 -0.096
H 3.484 -1.988 1.262
Cl 3.921 -5.986 -2.287
C 2.873 -4.633 -2.004
C 2.669 -3.730 -3.003
C 1.839 -2.614 -2.781
I 1.601 -1.253 -4.333
C 1.216 -2.395 -1.576
O 0.489 -1.294 -1.407
C 1.398 -3.362 -0.534
N 0.757 -3.153 0.641
C 0.935 -4.010 1.610
C 1.758 -5.151 1.507
C 2.405 -5.381 0.330
C 2.240 -4.477 -0.744
H 3.151 -3.862 -3.960
H 0.405 -3.809 2.535
H 1.863 -5.822 2.346
H 3.043 -6.244 0.202
C -4.866 0.673 1.423
Si -5.212 0.777 -0.405
C -6.940 0.168 -0.758
C -5.051 2.570 -0.910
C -4.096 -0.402 -1.386
Te -2.107 -0.027 -2.054
C -2.498 1.907 -2.882
Si -1.589 2.271 -4.504
C -1.847 0.873 -5.705
C 0.219 2.496 -4.065
C -2.295 3.863 -5.169
H -5.683 1.152 1.967
H -3.949 1.200 1.683
H -4.784 -0.353 1.780
H -7.672 0.701 -0.150
H -7.036 -0.895 -0.534
H -7.210 0.313 -1.805
H -5.699 3.162 -0.261
H -5.365 2.758 -1.937
H -4.034 2.946 -0.789
H -4.602 -0.642 -2.324
H -4.011 -1.343 -0.836
H -2.249 2.682 -2.160
H -3.580 1.919 -3.006
H -1.467 -0.075 -5.318
H -1.324 1.074 -6.642
H -2.905 0.746 -5.941
H 0.521 1.851 -3.236
H 0.421 3.532 -3.784
H 0.870 2.252 -4.905
H -3.366 3.776 -5.358
H -1.816 4.126 -6.113
H -2.139 4.692 -4.478
```

These are the Mulliken partial charges, in e, on atoms 1 to 2: number 1, Tc, carries 0.465; number 2, O, carries -0.570

# C33H40N4P2PbSe

A molecular structure, C33H40N4P2PbSe at a distorted geometry (wB97M-V/def2-TZVPD, the OMol25 dataset).

Summary:
Net charge: +2
Max |F|, eV/A: 2.86
LUMO (alpha / beta), eV: -9.1 / -9.0
HOMO level (alpha / beta), eV: -13.120 / -13.119
Frontier orbital gap (alpha / beta), eV: 3.99 / 4.15
Total energy, eV: -129979.3690
ΔE to the lowest compared entry with this formula, charge and spin, kJ/mol: 149.0

```
81
C33H40N4P2PbSe wB97M-V/def2-TZVPD
Pb 0.300 2.276 0.112
C -1.899 1.878 -4.509
C -2.102 0.555 -4.372
C -1.137 -0.468 -4.947
C 0.369 -0.108 -4.917
C 0.885 0.721 -3.761
C 0.892 2.053 -3.795
C 0.459 2.721 -5.080
C -0.998 2.461 -5.542
C 0.981 1.758 2.394
H -2.392 2.641 -3.927
H -3.014 0.121 -3.942
H -1.428 -0.627 -6.006
H -1.264 -1.454 -4.483
H 0.983 -1.036 -4.951
H 0.602 0.415 -5.860
H 1.286 0.128 -2.966
H 1.268 2.662 -2.971
H 1.138 2.358 -5.871
H 0.601 3.799 -5.001
H -1.428 3.440 -5.830
H -0.997 1.838 -6.456
H 0.144 1.814 3.119
H 1.822 2.304 2.852
H 1.217 0.672 2.485
P 1.872 -0.250 0.483
P -1.476 -0.922 0.802
N 3.106 0.916 -0.244
N 2.979 -1.545 0.884
N -2.322 0.327 -0.060
N -2.941 -1.892 0.821
C 0.929 -1.007 -0.864
C -0.425 -1.687 -0.520
C 3.265 2.257 0.192
C 4.196 2.863 -0.629
C 4.693 1.881 -1.535
C 3.991 0.703 -1.304
C 3.840 -1.405 1.985
C 4.494 -2.595 2.198
C 4.013 -3.540 1.221
C 3.078 -2.864 0.444
C -2.473 1.629 0.541
C -2.859 2.488 -0.503
C -2.990 1.729 -1.686
C -2.565 0.435 -1.413
C -4.062 -1.996 -0.016
C -5.001 -2.796 0.619
C -4.460 -3.185 1.894
C -3.207 -2.597 2.005
H 1.624 -1.679 -1.391
H 0.683 -0.225 -1.589
H -0.987 -1.876 -1.452
H -0.166 -2.667 -0.111
H 2.857 2.637 1.131
H 4.456 3.915 -0.567
H 5.497 2.053 -2.238
H 4.094 -0.282 -1.743
H 3.880 -0.452 2.504
H 5.224 -2.780 2.974
H 4.310 -4.569 1.137
H 2.488 -3.210 -0.384
H -2.852 1.633 1.574
H -2.983 3.560 -0.453
H -3.411 2.090 -2.617
H -2.453 -0.423 -2.063
H -4.114 -1.499 -0.974
H -5.966 -3.079 0.230
H -4.921 -3.816 2.636
H -2.472 -2.578 2.808
Se -0.247 -1.625 3.650
C -0.446 -0.843 5.302
C -1.557 -0.082 5.757
C -1.719 0.145 7.135
C -0.740 -0.244 8.066
C 0.422 -0.879 7.577
C 0.614 -1.103 6.223
H -2.301 0.259 5.022
H -2.646 0.601 7.507
H -0.867 -0.062 9.142
H 1.198 -1.217 8.262
H 1.537 -1.577 5.855
```

These are the Mulliken partial charges, in e, on atoms 1 to 2: number 1, Pb, carries 1.166; number 2, C, carries -0.337

# C33H41B2F4Ge2N4O2Pt

A molecular structure, C33H41B2F4Ge2N4O2Pt at a distorted geometry (wB97M-V/def2-TZVPD, the OMol25 dataset).

Summary:
Net charge: +1
Max |F|, eV/A: 2.12
LUMO, eV: -6.2
HOMO level, eV: -10.042
Frontier orbital gap, eV: 3.86
Total energy, eV: -173437.4063
ΔE to the lowest compared entry with this formula, charge and spin, kJ/mol: 145.2

```
89
C33H41B2F4Ge2N4O2Pt wB97M-V/def2-TZVPD
Pt -0.557 1.044 -1.250
C -3.174 0.366 2.733
C -3.097 1.481 1.692
Ge -2.789 0.793 -0.156
C -3.863 1.773 -1.574
C -3.517 1.307 -2.982
C -3.568 -1.008 -0.289
C -3.131 -2.159 -0.781
Ge -1.253 -2.425 -1.444
C -1.291 -2.601 -3.462
C -1.287 -4.024 -4.015
C 0.026 -3.306 -0.172
C 0.126 -4.825 -0.272
C -3.945 -3.387 -0.942
C -3.342 -4.581 -1.340
C -4.075 -5.739 -1.538
C -5.444 -5.730 -1.330
C -6.064 -4.555 -0.927
C -5.329 -3.398 -0.742
H -3.195 0.792 3.737
H -2.309 -0.293 2.670
H -4.072 -0.238 2.602
H -2.297 2.177 1.941
H -4.036 2.039 1.656
H -3.692 2.844 -1.461
H -4.913 1.567 -1.351
H -2.480 1.550 -3.224
H -4.159 1.793 -3.720
H -3.647 0.227 -3.080
H -4.598 -0.953 0.072
H -0.438 -2.054 -3.851
H -2.197 -2.075 -3.770
H -0.418 -4.585 -3.669
H -1.240 -3.984 -5.104
H -2.189 -4.568 -3.740
H -0.330 -3.001 0.810
H 0.996 -2.839 -0.341
H -0.817 -5.312 -0.022
H 0.869 -5.169 0.448
H 0.447 -5.148 -1.263
H -2.266 -4.618 -1.497
H -3.578 -6.646 -1.857
H -6.024 -6.629 -1.483
H -7.133 -4.539 -0.763
H -5.847 -2.498 -0.444
C 6.686 0.715 4.784
O 5.334 1.148 4.606
C 5.088 2.234 3.917
C 6.079 3.064 3.349
C 5.717 4.160 2.624
C 4.348 4.466 2.423
C 3.350 3.646 3.045
C 3.718 2.555 3.759
N 4.026 5.486 1.641
N 2.867 5.819 1.303
C 1.981 5.182 0.588
C 0.625 5.648 0.678
C -0.406 4.895 0.242
C -0.168 3.625 -0.368
O -1.125 2.869 -0.698
C 1.188 3.218 -0.631
N 1.360 2.071 -1.308
C 2.575 1.653 -1.626
C 3.703 2.386 -1.289
C 3.554 3.558 -0.568
C 2.281 3.990 -0.205
H 6.625 -0.210 5.348
H 7.265 1.449 5.346
H 7.166 0.524 3.823
H 7.126 2.836 3.486
H 6.469 4.799 2.180
H 2.306 3.901 2.921
H 2.980 1.905 4.212
H 0.448 6.587 1.184
H -1.428 5.221 0.380
H 2.656 0.725 -2.178
H 4.683 2.032 -1.573
H 4.425 4.145 -0.319
B 2.129 -2.336 -2.264
C 0.989 -1.359 -2.026
N 0.034 -0.714 -1.819
H 2.776 -2.009 -3.222
H 1.575 -3.400 -2.431
H 2.819 -2.337 -1.281
F -0.094 1.159 1.490
B 0.300 -0.202 1.526
F 0.477 -0.650 2.806
F 1.428 -0.362 0.720
F -0.793 -0.960 0.922
```

These are the Mulliken partial charges, in e, on atoms 1 to 2: number 1, Pt, carries 1.193; number 2, C, carries -1.191

Among the records above, which one has the lowest total energy?
C33H41B2F4Ge2N4O2Pt

Which formula does entry 5 have?
C33H41B2F4Ge2N4O2Pt

The lowest total energy belongs to which entry?
C33H41B2F4Ge2N4O2Pt